A structure of composition C4H6N2O, computed with ωB97M-V/def2-TZVPD.

Computed properties:
ΔE to the lowest compared entry with this formula, charge and spin, eV: 3.688
Orbital gap, eV: 9.1
HOMO energy, eV: -8.39

Element x y z (Å)
N  1.579  -0.608  -1.461
C  0.603  -0.412  -0.489
C  0.251  -1.154  0.620
C  -0.785  -0.484  1.386
C  -0.892  0.754  0.679
O  -1.880  1.698  0.761
N  -0.123  0.759  -0.496
H  1.290  -0.388  -2.408
H  1.985  -1.536  -1.423
H  0.682  -2.122  0.867
H  -0.185  0.744  1.727
H  -2.525  1.333  1.388
H  0.108  1.574  -1.050

Charges obtained by Löwdin population analysis, quoted in units of e: atom 1 (N): 0.11, atom 2 (C): -0.38, atom 3 (C): -0.11, atom 4 (C): -0.03, atom 5 (C): -0.51, atom 6 (O): 0.04, atom 7 (N): 0.14, atom 8 (H): 0.09, atom 9 (H): 0.09, atom 10 (H): 0.09, atom 11 (H): 0.19, atom 12 (H): 0.11, atom 13 (H): 0.16

The molecule C4H5NO, computed with ωB97M-V/def2-TZVPD.

Computed properties:
ΔE to the lowest compared entry with this formula, charge and spin, eV: 4.254
Orbital gap (alpha / beta), eV: 8.1 / 8.1
HOMO energy (alpha / beta), eV: -8.23 / -8.23

Element x y z (Å)
N  1.903  -0.089  -0.061
C  0.553  0.116  0.279
C  0.071  1.031  1.168
O  -1.436  0.836  0.942
C  -1.714  0.021  0.022
C  -0.507  -0.429  -0.648
H  2.477  0.616  0.387
H  2.225  -1.003  0.244
H  -0.360  0.330  -1.434
H  -2.758  -0.227  -0.162
H  -0.489  -1.415  -1.117

Charges obtained by Löwdin population analysis, quoted in units of e: atom 1 (N): 0.05, atom 2 (C): -0.44, atom 3 (C): 0.02, atom 4 (O): -0.03, atom 5 (C): -0.11, atom 6 (C): -0.10, atom 7 (H): 0.08, atom 8 (H): 0.08, atom 9 (H): 0.16, atom 10 (H): 0.14, atom 11 (H): 0.13